i.
DFT (wB97M-V/def2-TZVPD) results for a cluster of 2 separate species, CHIOS2 in total.

Positions of all 6 atoms, in Å:
C: -2.38 1.14 -0.35
O: -3.41 1.26 -0.79
S: 2.54 -0.55 0.15
S: 0.80 -0.13 -0.77
I: 2.18 -2.43 1.62
H: 0.27 0.71 0.13

The net charge is 0. The spin multiplicity is 1. For the LUMO energy, the calculation gives -0.0317 Ha. The highest occupied orbital energy comes out at -9.052 eV.

***

ii.
DFT (wB97M-V/def2-TZVPD) results for a cluster of 2 separate species, CHIOS2 in total.

Positions of all 6 atoms, in Å:
C: -0.21 -0.02 1.36
O: 2.23 -1.17 1.38
S: -0.65 -1.51 2.12
S: 1.26 -0.57 2.26
I: -1.14 1.83 1.86
H: -0.14 0.13 -0.37

The net charge is 0. The spin multiplicity is 1. For the LUMO energy, the calculation gives -0.0286 Ha. The highest occupied orbital energy comes out at -9.648 eV.

***

The winner here is i, beating the second structure by 366.5 kJ/mol.